Entry from OMol25: a molecular structure, C3H3O3Ru in a non-equilibrium geometry (the ωB97M-V functional and the def2-TZVPD basis).

Computed properties:
Energy above the lowest of the compared OMol25 structures with the same formula, charge and spin (eV): 0.000
Orbital gap (spin up / spin down) (Eh): 0.34934 / 0.19297
HOMO energy (spin up / spin down) (eV): -31.6 / -31.5
2S+1: 6
Net charge: +4
⟨S²⟩: 8.76

Each line ends with the Löwdin spin population.
Element x y z (Å)
Ru -1.211 -3.151 1.675  4.4237
O -0.761 -2.133 0.139  0.3560
O -0.145 -0.960 -1.853  0.0320
O -0.770 0.122 0.027  0.1158
C -0.187 0.230 -2.206  0.0085
C -0.623 -1.066 -0.368  0.0242
C -0.425 1.154 -1.104  0.0201
H 0.486 1.690 -0.788  0.0058
H 0.615 0.927 -2.703  0.0084
H -1.321 1.773 -1.289  0.0055